Density functional theory data (ωB97M-V/def2-TZVPD) for a cluster of 7 separate species, C43H80N4O12 in total.

Properties
* net charge: 0
* highest occupied orbital energy: -9.06 eV
* orbital gap: 9.058 eV
* spin multiplicity: 1

Atoms and positions in Å:
H -1.199 -4.296 -1.067
O -2.695 -4.945 0.106
N 0.551 1.344 2.410
C 7.297 -2.706 -4.043
H -7.526 -4.821 0.933
H -7.750 0.828 -0.404
C -10.436 -4.390 0.814
H 4.916 2.234 2.388
H 3.392 -2.092 -2.031
C 10.647 2.353 -0.505
H -1.846 -3.864 2.404
C -2.745 -4.463 2.528
H -3.453 -3.885 3.116
C -0.346 -5.508 0.485
O 6.561 1.603 0.725
C -7.188 -4.045 0.251
H 0.672 -5.148 0.334
C 1.836 -2.128 0.182
N 3.210 4.474 0.255
H -1.499 0.051 -2.056
C 4.006 0.383 2.997
H -1.282 1.792 -1.947
H 9.654 1.138 -1.966
H -9.724 -3.737 1.319
H -11.153 -3.754 0.294
O -9.103 -4.588 -1.222
H 10.432 3.149 0.208
H 1.313 -1.262 0.585
C 3.060 -3.110 -2.241
H 4.477 0.308 3.992
H -6.122 -4.189 0.108
H -4.099 6.142 0.790
H -3.364 -2.906 -1.374
C 7.685 3.660 0.338
C -3.631 -1.869 -1.170
H -5.761 1.736 2.992
H 1.568 5.614 2.305
C 1.522 1.825 2.048
H -3.543 3.290 1.213
C -1.096 4.511 1.585
H 0.426 5.341 0.300
H -2.334 4.537 -0.214
H -6.929 3.682 2.457
H 8.148 3.885 1.298
H -9.043 -5.987 0.317
C 3.184 1.800 0.333
C 1.427 4.550 2.045
H 4.917 -4.061 -1.712
O -7.346 -3.588 -2.073
H -1.114 5.057 2.539
H -2.822 -1.115 -3.046
H -7.480 3.034 0.899
H -5.323 3.473 -0.174
N 4.620 5.021 3.200
C -4.204 4.093 1.575
H -3.264 5.907 2.345
H 3.013 -0.071 3.100
H 3.556 5.424 0.282
H 3.518 -5.150 -1.737
H -5.141 1.585 1.325
C -7.045 0.203 0.158
H 11.424 2.702 -1.185
H -1.791 0.877 -0.519
H -4.583 -1.851 -0.638
C 1.023 -2.690 -0.959
C -1.888 0.957 -1.602
O -0.179 -2.711 -0.928
H 3.737 -4.033 -0.397
C 0.323 4.483 0.977
H -7.271 -0.859 -0.005
C -3.329 1.259 -1.933
C -1.344 -4.478 -0.004
H -10.485 -5.934 -0.674
H 3.694 0.883 -1.690
O -3.769 2.376 -1.857
C -7.859 -4.068 -1.099
H -6.038 0.377 -0.254
H 1.105 4.063 2.980
H -1.229 -3.516 0.498
O 3.996 -0.254 -2.767
O -4.171 0.258 -2.244
H -0.472 -6.442 -0.063
C 9.411 1.949 -1.280
O -4.589 -5.131 1.189
C -6.600 3.153 1.548
H 7.036 -0.758 -4.980
H 0.417 3.573 0.359
C 3.428 1.330 -0.738
H -8.029 0.886 1.996
H -2.495 -5.372 3.074
H -10.966 -4.971 1.570
H 5.266 0.265 1.400
C -9.746 -5.311 -0.172
H -7.356 -3.068 0.707
H -2.871 -1.444 -0.512
C 2.805 4.010 1.577
H 3.706 2.370 3.703
O 1.651 -3.238 -2.016
C -5.535 3.959 0.791
C 3.856 -4.147 -1.475
C 5.102 -0.515 -3.168
H 9.014 2.767 -1.883
H 3.185 -3.263 -3.311
H 6.099 1.092 -2.213
H 6.723 -3.624 -3.917
H -6.735 -0.277 2.268
C -6.045 1.754 1.931
H -4.367 3.917 2.651
H -4.524 -1.530 -3.088
C 6.482 -1.682 -4.805
H 11.031 1.502 0.059
C 3.921 1.909 2.727
H 6.700 4.122 0.311
C -3.745 -1.093 -2.465
H 1.905 -2.887 0.961
C 6.329 0.072 -2.514
C -3.418 -4.853 1.234
H 2.480 4.362 -0.437
H 6.212 -2.077 -5.783
C -2.122 5.199 0.644
H -0.479 -5.729 1.544
C -3.467 5.447 1.363
H -5.935 4.960 0.559
H 8.215 -2.940 -4.583
H 4.200 -0.919 1.478
H -1.693 6.131 0.237
C -7.021 0.590 1.655
O 8.394 1.413 -0.427
N 4.849 -0.390 2.059
O 5.232 -1.406 -4.166
H 7.222 0.102 -3.133
H -1.444 3.479 1.733
H 6.534 -0.514 -1.618
C 3.830 4.591 2.511
H 7.566 -2.349 -3.048
C 7.502 2.168 0.232
H 8.284 4.095 -0.459
C 2.862 2.389 1.685
H 2.836 -1.806 -0.095

Forces on atoms 1 to 6 (eV/Å):
-0.436 -0.399 0.373
-0.480 -0.253 0.242
-0.618 -0.307 0.058
-0.085 0.022 0.153
-0.038 0.086 0.054
0.169 -0.244 0.028